No. 1
DFT (the ωB97M-V functional and the def2-TZVPD basis) results for a single C5H9N3 molecule.

HOMO level   -0.3256 hartree
Spin multiplicity   1
SMILES string   CN(C)n1cccn1
LUMO energy   1.035 eV
Energy above the lowest of the compared OMol25 structures with the same formula, charge and spin   5.740 eV
Charge   0

Cartesian coordinates (Å):
C -1.252 0.905 1.015
N -1.057 0.404 -0.493
C -1.678 -1.021 -0.813
N 0.287 0.044 -0.491
C 1.283 0.691 -1.066
C 2.430 0.333 -0.229
C 1.931 -0.793 0.503
N 0.618 -0.885 0.482
H -0.923 2.149 0.825
H -2.270 1.094 1.489
H -0.636 0.147 1.824
H -2.767 -0.784 -0.940
H -0.975 -1.215 -1.708
H -1.492 -1.732 0.127
H 0.977 1.550 -1.602
H 3.394 0.651 -0.280
H 2.132 -1.537 1.358

List of natural (NBO) charges in e, atom by atom: -0.50 -0.27 -0.45 -0.08 -0.01 -0.35 -0.05 -0.32 0.21 0.22 0.25 0.21 0.22 0.22 0.23 0.22 0.23

***

No. 2
DFT (the ωB97M-V functional and the def2-TZVPD basis) results for a molecular structure, C5H9N3.

HOMO level   -0.2925 hartree
Spin multiplicity   1
LUMO energy   0.441 eV
Energy above the lowest of the compared OMol25 structures with the same formula, charge and spin   5.306 eV
Charge   0

Cartesian coordinates (Å):
C 1.436 -1.250 0.546
C 0.385 -0.146 0.139
C 0.800 1.030 0.361
C -0.883 1.699 -0.781
C -0.930 -0.664 -0.444
H -0.236 -2.001 1.975
H 0.168 -3.135 0.542
H 2.094 -0.843 1.339
H 2.129 -1.772 -0.152
H 1.794 1.386 0.842
H -1.783 2.536 -0.877
H -2.304 0.295 -1.866
H -1.950 -0.843 0.402
H -0.801 -1.544 -1.068
N 0.674 -2.313 1.260
N 0.129 2.083 -0.043
N -1.369 0.502 -1.227

List of natural (NBO) charges in e, atom by atom: -0.23 -0.12 0.00 0.31 -0.20 0.37 0.35 0.20 0.21 0.20 0.17 0.42 0.14 0.21 -0.88 -0.52 -0.62